(1)
Density functional theory data (ωB97M-V/def2-TZVPD) for C44H37AsCl2KN11O2S2 as an isolated structure.

Atoms and positions in Å:
K: -0.247 0.738 0.071
Cl: -6.386 1.836 3.927
C: -4.994 2.136 2.921
C: -4.047 1.145 2.759
C: -2.907 1.306 1.976
N: -2.067 0.158 1.868
C: -1.356 -0.084 2.940
O: -1.209 0.608 3.987
C: -0.602 -1.400 2.977
C: -0.798 -2.195 4.111
C: -0.069 -3.360 4.251
C: 0.887 -3.658 3.292
C: 1.024 -2.801 2.213
N: 0.268 -1.720 2.021
C: -2.723 2.534 1.285
C: -3.697 3.524 1.477
C: -4.807 3.342 2.271
Cl: -5.968 4.639 2.423
N: -1.735 2.749 0.315
C: -1.161 3.941 0.253
O: -1.117 4.865 1.066
C: -0.697 4.287 -1.182
C: -1.432 5.289 -1.768
C: -1.175 5.692 -3.089
C: -0.262 5.028 -3.845
C: 0.398 3.908 -3.270
N: 0.297 3.716 -1.924
H: -4.180 0.199 3.269
H: -1.510 -1.865 4.855
H: -0.221 -4.010 5.105
H: 1.524 -4.529 3.367
H: 1.778 -2.992 1.463
H: -3.569 4.477 0.984
H: -2.175 5.782 -1.161
H: -1.705 6.541 -3.504
H: -0.044 5.294 -4.869
H: 1.356 3.600 -3.665
N: 0.863 -0.156 -3.450
C: 0.622 1.171 -3.056
S: -0.593 1.984 -4.013
N: 1.314 1.538 -2.035
N: 1.254 2.800 -1.354
C: 2.568 3.365 -1.379
C: 3.176 3.908 -0.267
C: 4.465 4.543 -0.417
C: 5.074 5.133 0.646
C: 4.456 5.121 1.911
C: 3.248 4.458 1.985
N: 2.612 3.863 0.982
H: 0.615 -0.342 -4.409
H: 1.787 -0.477 -3.191
H: 3.066 3.380 -2.344
H: 4.933 4.551 -1.395
H: 6.041 5.611 0.509
H: 4.902 5.569 2.788
H: 2.740 4.384 2.947
N: 1.285 1.463 2.099
N: 1.542 0.889 3.372
C: 2.515 0.018 3.580
N: 2.409 -0.670 4.780
S: 3.828 -0.209 2.566
H: 2.029 2.114 1.832
H: 0.499 2.082 2.292
H: 0.687 0.835 3.934
H: 1.456 -0.897 5.042
H: 3.023 -1.467 4.797
C: -1.644 -3.105 -5.825
C: -2.534 -2.413 -5.014
C: -2.236 -2.195 -3.678
C: -1.048 -2.669 -3.135
C: -0.162 -3.363 -3.949
C: -0.457 -3.580 -5.288
As: -0.689 -2.225 -1.270
C: 1.113 -2.943 -1.042
C: 2.110 -1.991 -0.847
C: 3.420 -2.382 -0.596
C: 3.738 -3.731 -0.540
C: 2.749 -4.684 -0.736
C: 1.440 -4.292 -0.984
C: -1.788 -3.617 -0.459
C: -2.463 -3.259 0.702
C: -3.258 -4.191 1.358
C: -3.394 -5.472 0.849
C: -2.749 -5.822 -0.331
C: -1.953 -4.895 -0.986
H: -1.875 -3.262 -6.872
H: -3.456 -2.022 -5.426
H: -2.931 -1.627 -3.068
H: 0.774 -3.725 -3.540
H: 0.249 -4.117 -5.911
H: 1.894 -0.929 -0.858
H: 4.167 -1.623 -0.406
H: 4.753 -4.041 -0.323
H: 2.992 -5.739 -0.682
H: 0.671 -5.046 -1.107
H: -2.392 -2.245 1.080
H: -3.776 -3.902 2.264
H: -4.017 -6.196 1.361
H: -2.870 -6.816 -0.745
H: -1.470 -5.160 -1.920

The value obtained for the HOMO energy is -0.9317 eV. Its calculated total energy is -7004.2019 a.u. As for the net charge: -2. The value obtained for the LUMO energy is 3.7 eV. Its energy relative to the best compared isomer or geometry (same formula, charge and spin) is 0.0000 eV. The HOMO-LUMO gap is 4.6 eV.

(2)
Density functional theory data (ωB97M-V/def2-TZVPD) for C44H37BaN7O8S2 as an isolated structure.

Atoms and positions in Å:
Ba: 1.975 -1.023 -0.887
O: 1.654 -6.041 -1.182
C: 1.916 -4.854 -1.374
N: 2.505 -3.923 -0.594
C: 3.173 -4.337 0.555
C: 3.832 -5.580 0.494
C: 4.492 -6.104 1.577
C: 4.559 -5.376 2.767
C: 4.093 -4.079 2.775
C: 3.421 -3.509 1.677
N: 3.166 -2.126 1.681
C: 3.154 -1.396 2.791
O: 3.012 -1.652 3.992
C: 3.395 0.099 2.501
C: 3.902 0.929 3.508
C: 4.210 2.242 3.150
C: 4.057 2.670 1.829
C: 3.422 1.818 0.956
N: 3.130 0.556 1.261
C: 1.525 -4.336 -2.773
C: 0.985 -5.268 -3.704
C: 0.566 -4.789 -4.932
C: 0.691 -3.434 -5.246
C: 1.285 -2.617 -4.293
N: 1.653 -3.034 -3.072
H: 3.860 -6.124 -0.435
H: 4.993 -7.073 1.472
H: 5.018 -5.848 3.638
H: 4.250 -3.487 3.696
H: 4.045 0.537 4.502
H: 4.673 2.913 3.904
H: 4.407 3.669 1.487
H: 3.176 2.120 -0.048
H: 0.881 -6.307 -3.391
H: 0.152 -5.482 -5.648
H: 0.437 -3.053 -6.196
H: 1.451 -1.540 -4.449
O: 4.000 2.451 -6.528
C: 3.586 1.865 -5.544
C: 4.361 1.507 -4.282
O: 5.548 1.643 -4.076
C: 3.405 0.866 -3.354
C: 2.118 0.756 -3.997
O: 1.076 0.178 -3.545
C: 2.155 1.475 -5.281
O: 1.168 1.743 -5.964
O: 3.684 0.520 -2.151
S: -0.345 1.764 -0.909
C: -1.092 2.105 0.551
N: -1.600 3.267 0.880
C: -2.614 3.398 1.908
C: -3.411 2.118 2.023
N: -2.471 1.051 2.201
C: -2.933 0.030 3.141
C: -2.881 0.568 4.585
C: -4.055 0.928 5.241
C: -4.041 1.541 6.494
C: -2.793 1.746 7.091
C: -1.621 1.360 6.461
C: -1.650 0.781 5.207
C: -1.292 0.998 1.539
S: -0.069 -0.089 1.882
C: -1.455 4.513 0.086
C: -2.732 4.903 -0.619
C: -3.317 4.051 -1.552
C: -4.505 4.375 -2.164
C: -5.161 5.564 -1.877
C: -4.632 6.405 -0.901
C: -3.420 6.064 -0.287
H: -3.193 4.279 1.657
H: -2.095 3.569 2.843
H: -4.066 1.934 1.131
H: -4.095 2.137 2.871
H: -2.335 -0.857 2.943
H: -3.971 -0.206 2.882
H: -5.020 0.667 4.789
H: -4.968 1.800 7.030
H: -2.729 2.178 8.104
H: -0.655 1.459 6.953
H: -0.786 0.498 4.637
H: -0.626 4.315 -0.591
H: -1.107 5.277 0.812
H: -2.795 3.105 -1.752
H: -4.946 3.658 -2.846
H: -6.114 5.780 -2.360
H: -5.101 7.335 -0.633
H: -2.955 6.712 0.456
C: -1.989 -3.754 -2.960
N: -1.758 -2.344 -2.999
C: -2.412 -1.630 -4.064
C: -1.031 -1.736 -2.044
O: -0.546 -2.280 -1.060
H: -2.917 -3.964 -2.388
H: -1.164 -4.259 -2.453
H: -2.036 -4.190 -3.940
H: -3.509 -1.736 -3.916
H: -2.144 -2.093 -5.048
H: -2.107 -0.601 -4.062
H: -0.958 -0.657 -2.240

The value obtained for the HOMO energy is -1.4053 eV. Its calculated total energy is -3506.1914 a.u. As for the net charge: -2. The value obtained for the LUMO energy is 3.0 eV. Its energy relative to the best compared isomer or geometry (same formula, charge and spin) is 0.0000 eV. The HOMO-LUMO gap is 4.4 eV.

Q: Which formula does entry 2 have?
A: C44H37BaN7O8S2